Entry 1:
{
  "formula": "C44H58AsI2N2O5S2Sc",
  "method": "the ωB97M-V functional and the def2-TZVPD basis",
  "species": ["Sc", "I", "C", "C", "C", "I", "C", "C", "C", "C", "N", "C", "C", "O", "H", "H", "H", "H", "C", "As", "C", "C", "C", "C", "C", "C", "C", "C", "H", "H", "H", "H", "H", "H", "H", "H", "H", "H", "H", "H", "H", "C", "C", "C", "S", "O", "C", "C", "C", "H", "H", "H", "H", "H", "H", "H", "H", "H", "H", "H", "H", "H", "H", "O", "C", "O", "H", "C", "C", "C", "C", "C", "C", "C", "C", "N", "C", "C", "C", "C", "H", "H", "H", "H", "H", "H", "H", "H", "H", "H", "H", "H", "H", "H", "H", "H", "H", "H", "C", "S", "O", "C", "C", "C", "C", "C", "C", "H", "H", "H", "H", "H", "H", "H", "H"],
  "positions_angstrom": [[0.0230, 0.1379, 0.1102], [1.6529, -4.3050, -2.1522], [0.5802, -2.7769, -3.0706], [0.2745, -2.8706, -4.4397], [-0.3603, -1.8512, -5.0953], [-0.7783, -2.0757, -7.1302], [-0.7204, -0.6709, -4.3958], [-1.3319, 0.4676, -4.9694], [-1.6165, 1.5530, -4.1918], [-1.3203, 1.5057, -2.8164], [-0.7584, 0.4696, -2.2531], [-0.4301, -0.6032, -3.0171], [0.2367, -1.6676, -2.3122], [0.4531, -1.5518, -1.0459], [0.5552, -3.7661, -4.9769], [-1.5665, 0.4689, -6.0256], [-2.0716, 2.4380, -4.6150], [-1.5490, 2.3381, -2.1615], [3.9348, -1.4681, 0.6817], [2.1926, -1.1346, 1.4974], [1.7914, -2.9856, 1.9358], [2.8836, -0.3894, 3.1936], [3.3073, -1.3884, 4.2220], [2.3608, -2.1061, 4.9532], [2.7540, -3.0266, 5.9099], [4.1035, -3.2553, 6.1507], [5.0538, -2.5509, 5.4281], [4.6563, -1.6230, 4.4737], [4.4715, -2.1739, 1.3174], [4.4836, -0.5315, 0.6160], [3.8180, -1.8988, -0.3133], [2.5846, -3.4107, 2.5495], [1.7106, -3.5259, 0.9926], [0.8411, -3.0508, 2.4616], [2.1021, 0.2630, 3.5772], [3.7177, 0.2426, 2.8888], [1.3059, -1.9365, 4.7662], [2.0028, -3.5711, 6.4683], [4.4105, -3.9758, 6.8975], [6.1079, -2.7183, 5.6097], [5.4033, -1.0692, 3.9159], [-5.0474, 1.3365, -2.1669], [-5.3421, 2.1585, -0.9182], [-4.0793, 2.6316, -0.2031], [-3.1965, 1.2246, 0.5437], [-1.7445, 1.4519, 0.1671], [-3.3179, 1.6315, 2.2927], [-2.5045, 2.8451, 2.7522], [-3.3022, 4.1279, 2.9785], [-5.9688, 1.0466, -2.6709], [-4.4978, 0.4258, -1.9303], [-4.4447, 1.9099, -2.8739], [-5.9528, 1.5774, -0.2206], [-5.9335, 3.0373, -1.1845], [-4.3060, 3.3515, 0.5781], [-3.3672, 3.0812, -0.8945], [-2.9579, 0.7233, 2.7798], [-4.3911, 1.7205, 2.4871], [-1.6815, 3.0095, 2.0513], [-2.0346, 2.5570, 3.6941], [-3.5962, 4.6180, 2.0502], [-2.7040, 4.8468, 3.5388], [-4.2070, 3.9332, 3.5579], [2.9563, 1.9452, 1.1236], [1.8501, 2.4386, 1.3296], [0.7142, 1.9197, 1.0569], [1.7877, 3.4348, 1.8083], [-1.7293, -2.9446, 6.0308], [-1.3410, -1.8486, 5.0719], [-0.8672, -0.6328, 5.5497], [-0.4887, 0.3548, 4.6451], [0.1105, 1.6450, 5.1446], [-0.6470, 0.1365, 3.2845], [-1.1754, -1.0643, 2.7466], [-1.4686, -2.0637, 3.7061], [-1.3735, -1.1460, 1.3861], [-2.2070, -2.2632, 0.8602], [-3.5363, -2.4626, 1.6434], [-1.4219, -3.5827, 0.7966], [-2.6361, -1.9298, -0.5760], [-1.2322, -2.8212, 6.9931], [-1.4705, -3.9266, 5.6330], [-2.8067, -2.9388, 6.2120], [-0.7504, -0.4706, 6.6151], [-0.0319, 1.7477, 6.2202], [-0.3292, 2.5158, 4.6545], [1.1853, 1.6838, 4.9531], [-0.4020, 0.9555, 2.6143], [-1.8185, -3.0328, 3.3950], [-3.5324, -3.3435, 2.2834], [-4.3627, -2.5891, 0.9417], [-3.7606, -1.5997, 2.2719], [-1.0292, -3.8728, 1.7697], [-0.5801, -3.4756, 0.1127], [-2.0639, -4.3914, 0.4374], [-3.5028, -1.2740, -0.5825], [-2.9079, -2.8450, -1.1066], [-1.8449, -1.4504, -1.1390], [3.3377, 0.3579, -3.1482], [3.1156, 0.9951, -1.4851], [1.6334, 0.8151, -1.2844], [3.3327, 2.7259, -1.8476], [4.5558, 3.3167, -1.5793], [4.7261, 4.6647, -1.8586], [3.6718, 5.4043, -2.3762], [2.4434, 4.8024, -2.6176], [2.2666, 3.4533, -2.3516], [2.6041, 0.8254, -3.8044], [3.1732, -0.7182, -3.0978], [4.3534, 0.5728, -3.4783], [5.3549, 2.7350, -1.1376], [5.6746, 5.1422, -1.6521], [3.8033, 6.4591, -2.5789], [1.6208, 5.3872, -3.0081], [1.3128, 2.9641, -2.5075]],
  "e_lumo_ev": -0.1,
  "multiplicity": 1,
  "homo_lumo_gap_ev": 6.52,
  "total_charge": 0
}


Entry 2:
{
  "formula": "C2H4N2OS",
  "method": "the ωB97M-V functional and the def2-TZVPD basis",
  "species": ["C", "C", "N", "N", "O", "S", "H", "H", "H", "H"],
  "positions_angstrom": [[-0.7565, 0.8403, -1.5763], [-0.1919, 1.4737, -0.4500], [0.1091, -0.7810, 0.7692], [0.7127, -1.7708, 1.4109], [-0.8298, -0.3507, -1.8195], [0.6738, 0.6850, 0.7708], [-1.1507, 1.5824, -2.3053], [-0.1114, 2.5442, -0.3830], [1.3590, -1.5952, 2.1713], [0.1857, -2.6280, 1.4119]],
  "e_lumo_ev": [0.7, -1.6],
  "multiplicity": 3,
  "homo_lumo_gap_ev": [7.47, 7.44],
  "total_charge": 0,
  "s2": 2.017
}


Entry 3:
{
  "formula": "C22H24Cl3NO3P2Sc",
  "method": "the ωB97M-V functional and the def2-TZVPD basis",
  "species": ["C", "C", "C", "C", "C", "C", "C", "C", "C", "C", "C", "C", "C", "H", "H", "H", "H", "H", "H", "H", "N", "Sc", "C", "H", "H", "C", "H", "H", "P", "P", "C", "H", "H", "H", "C", "H", "H", "H", "C", "H", "H", "H", "C", "H", "H", "H", "C", "O", "H", "Cl", "C", "Cl", "Cl", "C", "O", "O"],
  "positions_angstrom": [[1.6062, -2.8127, 2.4951], [0.9315, -2.1535, 1.4708], [-0.0687, -1.1966, 1.8324], [-0.5244, -1.1325, 3.1615], [0.2259, -1.7484, 4.1642], [1.2958, -2.5750, 3.8365], [-1.8293, -0.4623, 3.5081], [-2.4609, 0.2477, 2.3378], [-1.9290, 0.1320, 1.0413], [-2.7380, 0.4680, -0.0899], [-3.9366, 1.1391, 0.1398], [-4.3554, 1.4493, 1.4347], [-3.6260, 0.9936, 2.5277], [2.3798, -3.5299, 2.2243], [-0.0517, -1.5925, 5.2115], [1.8629, -3.0842, 4.6181], [-2.5293, -1.2829, 3.7787], [-4.5480, 1.4094, -0.7207], [-5.2855, 2.0035, 1.5815], [-3.9710, 1.1949, 3.5465], [-0.5941, -0.3032, 0.8695], [0.5840, 0.7582, -0.0942], [1.2120, -2.5286, 0.0219], [0.2869, -2.8444, -0.4901], [1.9316, -3.3581, -0.0198], [-2.3749, 0.0409, -1.5056], [-2.2212, -1.0506, -1.5615], [-3.1830, 0.3129, -2.1990], [1.9453, -1.2247, -1.0698], [-0.8525, 0.7798, -2.2574], [-1.4019, 2.4508, -2.7071], [-0.5465, 3.1347, -2.6306], [-1.7864, 2.4482, -3.7358], [-2.1819, 2.7925, -2.0157], [-0.7198, -0.0480, -3.8680], [-1.4469, 0.3878, -4.5677], [0.2972, 0.1086, -4.2527], [-0.8951, -1.1269, -3.7609], [3.6838, -1.2027, -0.5469], [4.2513, -1.9448, -1.1243], [4.0931, -0.1995, -0.7241], [3.7601, -1.4229, 0.5249], [2.0282, -2.0204, -2.6995], [2.2012, -1.2414, -3.4545], [2.8598, -2.7390, -2.7173], [1.0817, -2.5289, -2.9270], [0.3472, 2.5076, 3.3759], [0.5091, 2.0996, 2.3083], [-1.8000, 0.0871, 4.3590], [2.4601, 4.8297, -2.0214], [3.0236, 3.2116, -1.6201], [2.8493, 2.1313, -3.0438], [4.6919, 3.2005, -1.0601], [2.0830, 2.5644, -0.5344], [2.5400, 1.6181, 0.1960], [0.8357, 2.8524, -0.5459]],
  "e_lumo_ev": -3.2,
  "multiplicity": 1,
  "homo_lumo_gap_ev": 7.43,
  "total_charge": 1
}


The evaluated DFT total energy for the records listed, in turn: -6585.5970 -661.3906 -3957.1401 Eh.
The evaluated largest force on an atom for the records listed, in turn: 0.5 4.1 3.6 eV/A.